[1]
The molecule C3H4N8S, computed with ωB97M-V with the def2-TZVPD basis set.

XYZ file:
```
16
Properties=species:S:1:pos:R:3:forces:R:3:mulliken_charge:R:1
C 0.69002 0.49993 0.89312 -0.5803 1.9429 -0.3742 -0.053
C -2.28473 -1.70575 -0.06061 0.4809 0.8553 0.2531 -0.022
C 0.24550 1.78254 -1.24689 -1.0849 -1.0858 1.9580 -0.397
N 1.88326 0.36588 1.61200 -2.3649 0.2761 -0.2779 0.130
N 2.81521 1.02905 0.92403 0.2756 -0.4121 1.2128 -0.398
N 2.32892 1.52193 -0.13724 1.0670 0.1759 -0.5797 -0.404
N -1.13052 -1.13749 0.29714 -0.9316 1.1000 1.2581 0.353
N -2.02287 -2.43881 -1.10891 -2.7806 -0.7867 0.1554 -0.301
N -0.15745 -1.49232 -0.49968 -1.4622 -1.5272 -1.3398 -0.073
N -0.78956 -2.31797 -1.34537 4.6103 0.1111 -1.0701 -0.507
N 0.98866 1.29469 -0.22316 -1.0367 -0.5233 0.2531 0.597
S -0.91094 0.29334 1.34145 0.4380 -0.8636 0.3000 -0.137
H 0.70172 1.86013 -2.17789 1.1263 0.6181 -1.0938 0.290
H -3.22663 -1.45048 0.34808 -0.6094 -0.0786 0.4047 0.389
H -0.86958 1.74219 -1.25394 1.3022 -0.3506 0.5820 0.192
H 1.73899 0.15313 2.63787 1.5504 0.5484 -1.6416 0.341
```
Forces are in eV/Å.

Summary:
Multiplicity: 1
LUMO (spin up / spin down): -0.67 / -0.67 eV
Calculated total energy: -25925.1345 eV
Highest occupied orbital energy (spin up / spin down): -7.81 / -7.58 eV
ΔE to the lowest compared entry with this formula, charge and spin: 205.1 kJ/mol


[2]
The ion C3H4NO with charge +1, computed with ωB97M-V with the def2-TZVPD basis set.

XYZ file:
```
9
Properties=species:S:1:pos:R:3:forces:R:3:mulliken_charge:R:1
C -0.06772 0.98704 -0.00350 -3.4133 0.3849 -2.2646 0.131
C 1.32697 -0.63000 0.04900 -7.0706 -5.1075 -0.6380 0.059
C -0.89829 -0.26696 -0.05696 -0.0113 4.7191 1.3514 -0.221
N -0.02010 -1.24915 0.02787 8.8486 -1.6509 -0.1446 -0.293
O 1.17510 0.69190 -0.00725 -0.0928 2.1974 0.4838 -0.157
H -0.59477 1.97359 -0.19445 1.8101 -0.6422 0.7711 0.393
H 2.28808 -1.15132 -0.07375 -0.5256 0.5754 0.4345 0.356
H -1.40090 -0.07831 0.94160 -0.0155 -0.2754 0.1868 0.320
H -1.80837 -0.27677 -0.68256 0.4705 -0.2009 -0.1804 0.412
```
Forces are in eV/Å.

Summary:
Multiplicity: 1
LUMO: -6.78 eV
Calculated total energy: -6702.0334 eV
Net charge: +1
Highest occupied orbital energy: -16.24 eV
ΔE to the lowest compared entry with this formula, charge and spin: 254.4 kJ/mol


[3]
A structure of composition C3H4NO, computed with ωB97M-V with the def2-TZVPD basis set.

XYZ file:
```
9
Properties=species:S:1:pos:R:3:forces:R:3:mulliken_charge:R:1
C -0.77114 0.85065 -1.63867 -0.6606 -0.1657 -0.8094 0.558
C -0.44564 0.66278 0.13825 -2.3960 -2.6401 0.3156 -0.094
C 0.30687 -0.48576 -0.70908 1.5470 -0.5879 0.5067 -0.191
N -1.45970 1.48986 -0.91611 -0.1171 0.3343 -0.1558 -0.212
O -0.00396 -0.01136 -2.12038 -0.8502 -0.3519 -0.7288 -0.200
H -1.24320 0.22484 0.83642 1.5506 0.7961 -0.8948 0.291
H 0.12890 1.45301 0.45055 1.5382 1.3805 1.2953 0.286
H 1.40404 -0.43076 -0.85097 -0.5471 0.0366 1.3404 0.271
H -0.02095 -1.53111 -0.44642 -0.0647 1.1980 -0.8692 0.291
```
Forces are in eV/Å.

Summary:
Multiplicity: 1
LUMO: -6.03 eV
Calculated total energy: -6701.0935 eV
Net charge: +1
Highest occupied orbital energy: -17.53 eV
ΔE to the lowest compared entry with this formula, charge and spin: 345.1 kJ/mol


[4]
The ion C3H4NO with charge +1, computed with ωB97M-V with the def2-TZVPD basis set.

XYZ file:
```
9
Properties=species:S:1:pos:R:3:forces:R:3:mulliken_charge:R:1
C -0.34929 -1.20229 -0.00377 1.5686 0.2532 0.0210 0.153
C -1.63662 -0.52255 0.00180 -0.8826 4.6228 0.0026 -0.141
C 0.15402 0.98049 -0.00575 1.2259 1.6479 -0.0022 -0.237
N 0.63593 -0.36556 -0.00143 -0.2053 -0.8084 -0.0065 0.046
O -1.20523 0.90150 0.00444 -1.7441 -4.9335 -0.0150 -0.128
H -0.24966 -2.27708 0.00056 0.2179 -0.0929 0.0034 0.402
H 0.52151 1.54185 0.87247 -0.0643 -0.3030 -0.0772 0.324
H 0.50020 1.54851 -0.89129 -0.0176 -0.3973 0.1293 0.323
H 1.62913 -0.60488 0.02297 -0.0986 0.0112 -0.0554 0.259
```
Forces are in eV/Å.

Summary:
Multiplicity: 1
LUMO: -7.72 eV
Calculated total energy: -6701.8063 eV
Net charge: +1
Highest occupied orbital energy: -15.42 eV
ΔE to the lowest compared entry with this formula, charge and spin: 276.3 kJ/mol


[5]
A structure of composition C3H4NO, computed with ωB97M-V with the def2-TZVPD basis set.

XYZ file:
```
9
Properties=species:S:1:pos:R:3:forces:R:3:mulliken_charge:R:1
C -0.65970 -0.86499 0.31426 -0.8532 -0.4764 -0.6916 0.418
C -0.58182 0.60045 0.50629 1.4436 -1.4033 2.4455 -0.087
C 0.47434 0.53656 -0.59314 1.0689 -0.5617 0.6935 -0.208
N -0.12704 -1.97222 0.14174 -3.8957 -1.4242 2.3165 -0.171
O 0.90919 -1.41877 -0.37178 3.2948 3.3758 -2.7505 -0.144
H -1.50686 1.20774 0.45331 0.6347 -0.4809 -0.4585 0.356
H -0.13260 0.52877 1.57783 -0.5508 1.2774 -1.5994 0.253
H 0.05744 0.64654 -1.59120 0.2700 -0.4028 -0.0781 0.320
H 1.56705 0.73591 -0.43731 -1.4122 0.0961 0.1227 0.263
```
Forces are in eV/Å.

Summary:
Multiplicity: 1
LUMO: -7.26 eV
Calculated total energy: -6697.8887 eV
Net charge: +1
Highest occupied orbital energy: -16.14 eV
ΔE to the lowest compared entry with this formula, charge and spin: 654.3 kJ/mol


[6]
A structure of composition C3H4NO2, computed with ωB97M-V with the def2-TZVPD basis set.

XYZ file:
```
10
Properties=species:S:1:pos:R:3:forces:R:3:mulliken_charge:R:1
C -1.34592 -1.18538 -0.00657 -0.9320 -0.6452 -2.7809 0.724
C -0.81519 -2.23392 -0.89042 -0.5062 -2.0685 1.2616 -0.271
C -3.31603 0.29906 0.00159 -0.1924 0.8450 -0.5437 0.531
N -2.35995 -0.39467 0.20288 3.6032 -2.1693 1.3604 -0.146
O -0.14853 -1.46478 0.29683 -0.7016 0.7610 0.5177 -0.207
O -4.12397 1.06048 -0.19848 -1.2037 0.4944 -0.0417 -0.158
H -0.98533 -3.33097 -0.61332 0.0325 1.7689 -0.0716 0.247
H -0.35075 -2.18037 -1.87682 -0.1008 1.0133 0.3119 0.279
H -1.83400 0.29456 3.50265 0.0532 -0.3777 1.1318 -0.158
H -1.80336 0.03584 4.23633 -0.0521 0.3780 -1.1455 0.160
```
Forces are in eV/Å.

Summary:
Multiplicity: 1
LUMO: -6.37 eV
Calculated total energy: -8749.2373 eV
Net charge: +1
Highest occupied orbital energy: -17.28 eV
ΔE to the lowest compared entry with this formula, charge and spin: 361.9 kJ/mol


[7]
A cluster of 2 separate species, C3H4NOS in total, computed with ωB97M-V with the def2-TZVPD basis set.

XYZ file:
```
10
Properties=species:S:1:pos:R:3:forces:R:3:mulliken_charge:R:1
C -3.24667 -0.80549 0.47254 1.6502 1.6331 -0.8151 -0.023
C 1.12271 -0.35196 -0.33994 -1.7624 -2.4516 -0.5873 0.600
C 2.16084 0.54689 -0.06610 0.9795 1.5702 0.3106 -0.680
N -2.47438 -0.00282 0.12948 -2.9177 -3.3393 1.4100 -0.081
O 0.55698 -1.30164 -0.57428 0.8626 1.2819 0.3167 -0.055
S -1.50291 1.11177 -0.31343 2.1525 2.2754 -0.7749 -0.186
H -3.96221 -1.55520 0.65289 -0.4696 -0.4559 0.2175 0.442
H 3.06039 0.22985 -0.61005 -0.1767 -0.1765 -0.0003 0.344
H 2.36982 0.55591 1.01066 -0.1483 -0.1553 -0.0427 0.319
H 1.91543 1.57268 -0.36178 -0.1701 -0.1819 -0.0347 0.321
```
Forces are in eV/Å.

Summary:
Multiplicity: 1
LUMO: -5.30 eV
Calculated total energy: -17538.4008 eV
Net charge: +1
Highest occupied orbital energy: -12.76 eV
ΔE to the lowest compared entry with this formula, charge and spin: 70.9 kJ/mol


[8]
The ion C3H4NOS with charge +1, computed with ωB97M-V with the def2-TZVPD basis set.

XYZ file:
```
10
Properties=species:S:1:pos:R:3:forces:R:3:mulliken_charge:R:1
C -2.71237 -0.09312 -0.69241 7.5785 3.5879 3.7249 0.142
N -1.70904 0.35118 -0.10748 -7.6371 -3.6094 -3.9763 -0.095
S -0.54004 1.08241 0.63601 2.1897 -0.2540 0.2971 0.308
C 0.81917 -0.33846 0.45104 -1.5990 1.7709 4.0325 -0.636
C 1.89753 0.28094 -0.32420 -0.7238 2.4615 0.4549 0.176
O 1.88786 1.48287 -0.46764 0.3194 -0.6808 -0.1556 -0.421
H -3.56640 -0.67486 -0.54048 -1.3331 -0.7958 -0.1590 0.380
H 0.26127 -1.15234 0.15996 -0.9048 -1.9272 -1.5098 0.382
H 0.99823 -0.61823 1.56952 0.4513 0.8082 -1.8715 0.343
H 2.66379 -0.32041 -0.68432 1.6590 -1.3613 -0.8372 0.421
```
Forces are in eV/Å.

Summary:
Multiplicity: 1
LUMO: -5.82 eV
Calculated total energy: -17537.3471 eV
Net charge: +1
Highest occupied orbital energy: -14.78 eV
SMILES string: C#[N+]SCC=O
ΔE to the lowest compared entry with this formula, charge and spin: 172.5 kJ/mol


[9]
A cluster of 2 separate species, C3H4NOS2 in total, computed with ωB97M-V with the def2-TZVPD basis set.

XYZ file:
```
11
Properties=species:S:1:pos:R:3:forces:R:3:mulliken_charge:R:1
C 0.86442 -1.33307 -0.43924 -2.5943 1.7706 1.1600 0.213
C 0.84353 1.13678 -0.52657 0.0372 0.3901 0.1161 0.195
C -1.06078 -1.05318 1.09184 -0.5648 -0.7678 -3.3526 -0.950
N 1.22660 -0.11060 -0.52243 0.2440 -0.0127 -0.7099 -0.264
O 1.17964 -2.43301 -0.72563 0.3187 -0.5992 -0.1573 -0.415
S 1.68637 2.35377 0.24213 0.2332 0.2098 0.3097 -0.427
S -0.61506 1.71908 -1.47904 0.1906 -2.5284 -0.6853 -0.198
H -0.49747 -1.80393 1.56727 0.2551 -0.4819 1.1249 0.332
H -0.89149 -0.00494 1.14573 0.2089 0.4704 0.5990 0.234
H -2.02608 -1.34013 0.55748 1.4767 0.2231 0.8467 0.161
H -0.70968 2.86924 -0.91153 0.1947 1.3259 0.7486 0.119
```
Forces are in eV/Å.

Summary:
Multiplicity: 1
LUMO (spin up / spin down): 3.20 / 3.20 eV
Calculated total energy: -28382.4375 eV
Net charge: -1
Highest occupied orbital energy (spin up / spin down): -2.99 / -2.84 eV
ΔE to the lowest compared entry with this formula, charge and spin: 309.8 kJ/mol


[10]
The molecule C3H4NP, computed with ωB97M-V with the def2-TZVPD basis set.

XYZ file:
```
9
Properties=species:S:1:pos:R:3:forces:R:3:mulliken_charge:R:1
C -0.27977 1.11641 -0.66417 -0.1593 -0.3892 0.4130 -0.265
C -0.74437 -1.22248 1.15689 -0.1434 1.7287 -1.0986 -0.280
C 0.71603 -0.00392 -0.28688 0.3719 1.0353 -0.8898 -0.313
N 0.29373 -1.01760 0.56381 -0.4281 -1.2391 1.0482 -0.162
P -1.80185 1.40775 -0.11563 0.5554 -0.9221 0.2929 -0.100
H 0.20139 1.75036 -1.40028 -0.0518 0.2346 -0.0923 0.330
H -1.03234 -2.02787 1.79559 -0.1704 -0.4850 0.4300 0.248
H 1.05245 -0.47587 -1.21633 0.0753 0.1070 0.0443 0.274
H 1.59473 0.47321 0.16700 -0.0497 -0.0702 -0.1477 0.269
```
Forces are in eV/Å.

Summary:
Multiplicity: 1
LUMO (spin up / spin down): 0.21 / -0.37 eV
Calculated total energy: -13950.4490 eV
Highest occupied orbital energy (spin up / spin down): -7.85 / -7.70 eV
ΔE to the lowest compared entry with this formula, charge and spin: 279.2 kJ/mol